{
  "formula": "C24H37FN2O2",
  "method": "ωB97M-V/def2-TZVPD",
  "e_homo_ev": -9.08,
  "de_lowest_ev": 0.433,
  "lumo_ev": 0.54,
  "orbital_gap_ev": 9.618,
  "charge": 0,
  "species": ["C", "C", "C", "C", "C", "O", "N", "C", "C", "C", "C", "C", "C", "C", "N", "C", "O", "C", "C", "C", "C", "C", "C", "C", "C", "C", "C", "C", "F", "H", "H", "H", "H", "H", "H", "H", "H", "H", "H", "H", "H", "H", "H", "H", "H", "H", "H", "H", "H", "H", "H", "H", "H", "H", "H", "H", "H", "H", "H", "H", "H", "H", "H", "H", "H", "H"],
  "positions_angstrom": [[-6.8432, -1.3083, -2.3989], [-6.1034, -1.7642, -1.1662], [-5.7688, -0.8782, -0.1508], [-5.0928, -1.3080, 0.9910], [-4.7896, -0.3822, 2.1325], [-4.9943, -0.7605, 3.2754], [-4.3455, 0.8742, 1.8590], [-4.3127, 1.8495, 2.9289], [-3.6104, 1.2503, 0.6617], [-2.0987, 1.2879, 0.8814], [-1.5221, -0.0716, 1.2611], [-0.0118, -0.0306, 1.4630], [0.5635, -1.4024, 1.7992], [2.0544, -1.3770, 2.1188], [2.8586, -0.8919, 1.0143], [3.2425, -1.6709, -0.0184], [2.9446, -2.8538, -0.0837], [4.0568, -1.0411, -1.1436], [4.4078, 0.4490, -1.0597], [5.4842, 0.7248, 0.0017], [5.7759, 2.2157, 0.1526], [6.1700, 2.8384, -1.1850], [5.1416, 2.5204, -2.2669], [4.8897, 1.0162, -2.4068], [3.9271, 0.7457, -3.5603], [-4.7721, -2.6528, 1.1215], [-5.0869, -3.5471, 0.1119], [-5.7431, -3.0944, -1.0166], [-6.0484, -3.9648, -1.9878], [-6.2152, -1.4168, -3.2844], [-7.7321, -1.9205, -2.5575], [-7.1569, -0.2702, -2.3159], [-6.0655, 0.1589, -0.2429], [-4.9655, 1.5481, 3.7418], [-3.3050, 1.9645, 3.3347], [-4.6523, 2.8172, 2.5547], [-3.8097, 0.5421, -0.1390], [-3.9633, 2.2263, 0.3177], [-1.6314, 1.6316, -0.0468], [-1.8408, 2.0326, 1.6401], [-1.9965, -0.4309, 2.1802], [-1.7691, -0.8013, 0.4826], [0.4674, 0.3529, 0.5564], [0.2282, 0.6763, 2.2660], [0.0316, -1.8239, 2.6578], [0.3924, -2.0913, 0.9678], [2.2382, -0.7120, 2.9665], [2.3925, -2.3695, 2.4109], [3.1385, 0.0714, 1.0159], [4.9603, -1.6398, -1.2735], [3.4422, -1.2266, -2.0257], [3.4995, 1.0109, -0.7977], [5.1977, 0.3119, 0.9724], [6.3986, 0.1861, -0.2697], [4.8888, 2.7236, 0.5459], [6.5712, 2.3684, 0.8854], [6.2821, 3.9198, -1.0787], [7.1473, 2.4529, -1.4914], [4.1955, 3.0316, -2.0539], [5.4820, 2.9229, -3.2252], [5.8495, 0.5399, -2.6435], [2.9144, 1.0795, -3.3189], [4.2449, 1.2762, -4.4595], [3.8823, -0.3125, -3.8187], [-4.2798, -3.0065, 2.0168], [-4.8346, -4.5957, 0.2002]],
  "forces_ev_per_angstrom": [[0.0, -0.2, 0.1], [-0.3, 0.3, -0.4], [0.1, -0.3, 0.2], [0.0, 0.1, -0.2], [-0.1, -0.3, 0.2], [0.0, 0.0, 0.1], [-0.2, 0.3, -0.3], [0.1, 0.0, 0.2], [0.2, -0.1, -0.2], [0.1, 0.0, 0.0], [0.0, 0.1, 0.0], [0.0, -0.1, 0.0], [0.0, -0.1, 0.0], [-0.2, 0.1, 0.1], [0.1, 0.3, 0.1], [0.2, -0.5, -0.2], [0.0, 0.1, 0.1], [-0.3, 0.4, 0.0], [0.2, -0.2, 0.1], [-0.1, 0.0, 0.2], [0.1, 0.0, -0.1], [-0.1, 0.1, 0.1], [0.2, 0.0, -0.1], [-0.2, 0.1, -0.1], [0.0, -0.1, 0.0], [0.0, 0.0, 0.0], [0.0, -0.2, -0.1], [0.3, 0.3, 0.6], [-0.1, -0.1, -0.2], [0.0, 0.0, 0.0], [0.0, 0.0, 0.0], [0.1, 0.0, 0.1], [0.0, 0.0, 0.0], [0.0, -0.2, -0.1], [0.0, 0.0, 0.1], [0.1, 0.0, -0.1], [-0.1, 0.0, 0.1], [0.0, 0.0, 0.1], [0.0, 0.0, 0.0], [0.0, 0.0, 0.0], [0.0, 0.0, 0.0], [0.0, 0.0, 0.0], [0.0, 0.0, 0.0], [0.0, 0.0, 0.0], [0.0, 0.0, 0.0], [0.0, 0.0, 0.0], [0.0, 0.0, 0.0], [0.1, -0.1, -0.1], [0.0, 0.0, 0.0], [0.0, -0.1, 0.1], [0.1, 0.0, 0.0], [0.0, 0.0, 0.0], [0.0, 0.0, 0.0], [0.0, 0.0, -0.1], [0.0, 0.0, 0.0], [0.0, 0.0, 0.0], [0.0, 0.0, 0.0], [0.0, -0.1, 0.0], [0.0, -0.1, 0.1], [0.0, 0.0, 0.0], [0.0, 0.0, 0.0], [0.0, 0.0, 0.0], [0.0, 0.0, 0.0], [0.0, 0.0, 0.0], [0.0, 0.1, 0.0], [0.0, 0.0, 0.0]]
}

{
  "formula": "C34H41ClN4P2V",
  "method": "ωB97M-V/def2-TZVPD",
  "e_homo_ev": [-7.25, -7.24],
  "multiplicity": 4,
  "s_squared": 4.02,
  "de_lowest_ev": 6.160,
  "lumo_ev": [-1.29, -1.32],
  "orbital_gap_ev": [5.962, 5.924],
  "charge": 0,
  "species": ["V", "C", "C", "C", "C", "C", "C", "C", "C", "C", "H", "H", "H", "H", "H", "H", "H", "H", "H", "H", "H", "H", "H", "H", "H", "P", "P", "N", "N", "N", "N", "C", "C", "C", "C", "C", "C", "C", "C", "C", "C", "C", "C", "C", "C", "C", "C", "C", "C", "H", "H", "H", "H", "H", "H", "H", "H", "H", "H", "H", "H", "H", "H", "H", "H", "H", "H", "H", "H", "Cl", "C", "C", "C", "C", "C", "C", "C", "H", "H", "H", "H", "H", "H"],
  "positions_angstrom": [[-0.1454, -1.8266, -4.5205], [-0.9808, 3.0150, -1.9192], [-1.3150, 2.1200, -2.8505], [-0.3495, 1.4149, -3.7846], [0.6767, 0.6491, -2.9862], [2.0327, 1.4269, -2.7137], [2.3514, 2.7081, -2.4582], [1.3738, 3.8489, -2.6519], [0.2345, 3.8189, -1.5957], [0.7906, -2.4641, -1.8414], [-1.7979, 3.3070, -1.2439], [-2.2702, 1.6267, -2.7014], [0.1958, 2.0832, -4.4665], [-1.0467, 0.7976, -4.4080], [0.2222, 0.4607, -1.9860], [0.8971, -0.3760, -3.5186], [2.8897, 0.7695, -2.9268], [3.3174, 3.0315, -1.9765], [0.9160, 3.8006, -3.6646], [1.9146, 4.8070, -2.5750], [0.6023, 3.6357, -0.5421], [-0.0928, 4.8622, -1.5252], [0.8180, -1.5169, -1.3242], [1.7729, -2.6882, -2.2658], [0.5658, -3.2719, -1.1419], [1.3031, -1.3107, -6.2330], [-2.2378, -0.5618, -6.0027], [2.7027, -0.0783, -6.7481], [2.0194, -2.4175, -7.5451], [-2.3403, 1.1077, -6.8507], [-3.8504, -0.9695, -6.9441], [0.1424, -0.4113, -7.3115], [-1.1694, -1.1913, -7.3219], [3.8206, 0.1014, -5.9696], [4.7323, 0.9347, -6.6544], [4.1450, 1.2574, -7.9093], [2.8909, 0.6123, -7.9509], [2.4528, -3.6909, -7.2547], [2.7956, -4.3328, -8.4468], [2.5549, -3.4089, -9.5072], [2.0864, -2.2305, -8.9214], [-2.5688, 2.2014, -6.0382], [-2.3373, 3.3677, -6.7575], [-2.0424, 2.9842, -8.0959], [-2.0436, 1.5856, -8.1447], [-4.5639, -0.2451, -7.9064], [-5.3942, -1.1083, -8.6156], [-5.2229, -2.4009, -8.0537], [-4.2751, -2.2837, -7.0495], [0.4655, -0.2691, -8.3558], [0.1068, 0.6082, -6.8525], [-1.6273, -1.1705, -8.3219], [-1.0870, -2.2565, -6.9797], [3.8692, -0.3498, -4.9913], [5.6823, 1.2675, -6.2875], [4.5491, 1.8861, -8.7001], [2.1483, 0.6438, -8.7475], [2.4405, -4.0194, -6.2430], [3.1458, -5.3268, -8.5308], [2.6729, -3.5798, -10.5559], [1.7738, -1.3223, -9.4092], [-2.8157, 2.0200, -4.9979], [-2.4095, 4.3552, -6.3233], [-1.8722, 3.6586, -8.9316], [-1.8292, 0.9431, -9.0056], [-4.4436, 0.8195, -8.0038], [-6.0250, -0.7998, -9.4259], [-5.7287, -3.2921, -8.3368], [-3.8742, -3.0304, -6.3741], [-1.4240, 1.3436, 1.1410], [-0.7990, -0.0246, 1.9184], [-0.1014, 0.1061, 3.0860], [0.2995, -1.0345, 3.7955], [0.1682, -2.2997, 3.2075], [-0.5656, -2.4581, 2.0405], [-1.0905, -1.3125, 1.3456], [-1.7655, -1.2726, 0.1144], [0.0574, 1.1030, 3.4685], [0.7464, -0.8789, 4.7731], [0.5955, -3.1483, 3.7416], [-0.6664, -3.4623, 1.6254], [-2.5834, -1.9435, -0.1902], [-1.2348, -0.7864, -0.6880]],
  "forces_ev_per_angstrom": [[0.8, -0.3, 2.5], [-1.1, 0.4, 0.6], [1.1, 0.1, 0.7], [-1.1, 0.7, -0.6], [1.0, -0.3, 0.2], [0.6, -1.2, -1.0], [-0.6, 0.1, 0.1], [-0.3, -0.3, 0.6], [0.7, 0.9, -0.1], [-0.1, -0.3, -1.8], [0.2, -0.3, -0.2], [-0.2, 0.2, -0.3], [-0.5, -0.1, 0.0], [1.2, 0.1, 0.4], [0.6, -0.4, -0.7], [0.3, 1.9, 1.3], [-0.3, 0.0, 1.1], [-0.7, -0.9, -1.2], [0.4, 0.2, 0.7], [-0.2, -0.4, 0.0], [-0.3, -0.3, -1.1], [-0.3, 0.0, 0.0], [0.0, 0.2, 0.0], [0.1, 0.2, 0.1], [-0.4, 0.0, -0.3], [3.3, 0.9, -4.4], [-3.7, 2.9, -5.4], [-0.6, -0.2, 0.8], [-0.9, 0.0, 0.8], [0.3, -0.3, 1.4], [0.4, -0.8, 0.8], [0.0, 0.2, 0.3], [-0.1, -0.8, 0.3], [0.7, 1.1, -1.0], [-1.3, -0.9, 0.4], [-1.4, -0.9, 0.4], [0.9, 0.5, 0.5], [0.0, -0.1, -1.7], [-0.6, 1.4, 0.9], [-0.4, 0.8, 1.5], [0.1, -1.2, -0.1], [0.6, 0.6, -0.6], [-0.6, -0.9, 0.8], [0.0, -1.2, 0.3], [0.4, 0.6, 0.4], [0.1, -0.4, -0.1], [1.1, 0.6, 1.2], [0.9, 0.6, 0.6], [-0.3, -0.1, -0.1], [0.1, -0.2, 0.8], [-0.4, -0.7, -0.5], [-0.2, -0.1, 0.6], [0.5, 0.4, -1.0], [0.1, 0.0, 0.0], [0.2, 0.0, 0.1], [-0.1, -0.2, 0.3], [0.4, 0.0, 0.5], [0.1, -0.3, 0.5], [0.3, -0.7, -0.1], [0.1, 0.0, -0.3], [0.1, -0.1, 0.1], [0.0, 0.4, -0.2], [0.0, 0.0, -0.3], [0.0, -0.3, 0.2], [-0.2, 0.2, 0.7], [0.0, -0.1, 0.0], [-0.2, 0.0, -0.1], [-0.2, -0.5, -0.1], [-0.1, 0.0, -0.1], [-0.2, 1.1, -0.5], [0.1, -2.2, -0.3], [0.0, -0.4, 0.9], [0.3, 0.4, -0.7], [-0.4, 0.5, 0.8], [-0.3, 0.8, -0.7], [1.3, 0.3, 2.3], [-0.9, -1.3, -1.7], [0.0, 0.0, 0.2], [0.1, -0.3, -0.2], [-0.2, 0.0, -0.3], [-0.2, 0.4, -0.1], [0.6, 0.2, 0.3], [-0.3, 0.4, -0.2]]
}

{
  "formula": "C11H20F7InO5P",
  "method": "ωB97M-V/def2-TZVPD",
  "e_homo_ev": -4.17,
  "lumo_ev": 1.86,
  "orbital_gap_ev": 6.031,
  "charge": -1,
  "species": ["O", "P", "In", "C", "C", "C", "F", "H", "H", "H", "H", "H", "H", "H", "H", "H", "H", "C", "C", "O", "C", "O", "C", "F", "F", "F", "H", "H", "H", "H", "H", "C", "C", "O", "C", "O", "C", "F", "F", "F", "H", "H", "H", "H", "H"],
  "positions_angstrom": [[-1.4719, 2.9763, -7.2489], [0.0027, 2.9699, -6.9095], [0.6889, 2.1636, -4.5380], [2.4325, 3.3575, -3.8396], [2.6216, 4.7561, -4.4250], [1.5401, 5.7342, -3.9921], [0.5480, 5.8748, -4.9781], [0.7332, 2.1962, -7.8711], [0.6164, 4.2084, -7.2754], [1.2210, 0.5051, -4.8249], [-0.6918, 2.2373, -3.4769], [2.3902, 3.4532, -2.7494], [3.3115, 2.7473, -4.0621], [3.5854, 5.1901, -4.1248], [2.6219, 4.7391, -5.5179], [1.9366, 6.7374, -3.8120], [1.0358, 5.3813, -3.0889], [-0.3659, -3.4820, 1.6066], [0.9894, -3.6121, 0.9515], [0.9899, -3.0222, -0.3674], [1.1501, -1.7044, -0.4038], [1.3070, -0.9779, 0.5339], [1.1542, -1.2062, -1.8723], [0.1735, -1.7786, -2.5701], [2.3268, -1.5451, -2.4314], [1.0167, 0.1011, -1.9127], [-1.1386, -3.9394, 0.9889], [-0.3543, -3.9878, 2.5726], [-0.6237, -2.4375, 1.7708], [1.2604, -4.6519, 0.7821], [1.7677, -3.1333, 1.5449], [-3.2469, -0.3070, 6.3084], [-1.8450, -0.8654, 6.2488], [-1.8561, -2.3168, 6.3336], [-2.1181, -2.9518, 5.2050], [-2.3529, -2.4757, 4.1349], [-2.0300, -4.4819, 5.4275], [-2.6556, -4.8596, 6.5447], [-0.7435, -4.8464, 5.5292], [-2.5667, -5.1324, 4.4052], [-3.7541, -0.6382, 7.2144], [-3.1992, 0.7821, 6.3157], [-3.8261, -0.6176, 5.4406], [-1.2460, -0.5600, 7.1027], [-1.3348, -0.5798, 5.3302]],
  "forces_ev_per_angstrom": [[0.0, 0.0, 0.0], [-0.3, 0.0, -0.1], [0.1, 0.0, 0.0], [0.0, 0.0, -0.1], [0.0, 0.1, 0.1], [-0.1, 0.0, -0.1], [0.1, 0.0, 0.2], [0.1, 0.0, 0.1], [0.1, 0.0, 0.1], [0.0, 0.0, 0.0], [-0.1, 0.1, 0.0], [0.0, -0.1, 0.0], [0.0, 0.0, 0.0], [0.0, 0.0, 0.0], [0.0, 0.0, 0.0], [0.0, 0.0, -0.1], [0.0, 0.0, 0.0], [0.0, 0.0, 0.0], [0.1, 0.0, 0.0], [0.0, 0.0, 0.0], [0.0, 0.1, -0.1], [0.0, 0.0, 0.0], [0.0, -0.1, 0.1], [0.0, 0.0, 0.0], [0.0, 0.0, 0.0], [0.0, 0.1, 0.1], [0.0, 0.0, 0.0], [0.0, 0.0, 0.0], [0.0, 0.0, 0.0], [0.0, 0.0, 0.0], [0.0, 0.0, 0.0], [0.0, 0.0, 0.0], [0.1, 0.0, 0.0], [0.0, 0.0, 0.0], [0.0, -0.1, 0.0], [0.0, 0.0, 0.0], [0.0, 0.1, 0.0], [0.0, 0.0, 0.1], [0.1, 0.0, 0.0], [0.0, 0.0, -0.1], [0.0, 0.0, 0.0], [0.0, 0.0, 0.0], [0.0, 0.0, 0.0], [0.0, 0.0, 0.0], [0.0, 0.0, 0.0]]
}

{
  "formula": "C7H24BrN2O8",
  "method": "ωB97M-V/def2-TZVPD",
  "e_homo_ev": -6.60,
  "de_lowest_ev": 0.000,
  "lumo_ev": 2.80,
  "orbital_gap_ev": 9.395,
  "charge": -1,
  "species": ["Br", "C", "O", "N", "N", "H", "H", "H", "H", "C", "C", "O", "O", "H", "H", "H", "H", "H", "H", "C", "C", "O", "O", "H", "H", "H", "H", "H", "H", "C", "C", "O", "O", "H", "H", "H", "H", "H", "H", "O", "H", "H"],
  "positions_angstrom": [[19.4757, -5.9933, -21.1636], [20.2230, -10.6601, -21.8730], [19.8691, -11.8534, -21.8646], [21.5440, -10.3340, -21.8632], [19.3466, -9.6267, -21.9789], [21.7332, -9.3518, -21.9748], [22.2304, -11.0201, -21.6382], [19.5839, -8.6821, -21.7370], [18.3993, -9.9680, -21.9872], [20.4528, -4.3369, -25.3097], [18.9755, -4.5954, -25.5728], [18.4123, -5.5325, -24.6766], [21.1001, -3.7200, -26.4395], [20.9406, -5.2962, -25.1389], [20.5786, -3.6776, -24.4459], [18.8784, -5.0301, -26.5740], [18.3863, -3.6669, -25.5585], [18.8633, -5.4558, -23.8225], [20.7402, -2.8259, -26.4622], [22.5018, -7.1191, -18.4652], [23.2838, -6.5482, -19.6661], [22.6081, -5.4054, -20.1572], [22.2131, -6.1436, -17.5069], [23.0848, -7.9413, -18.0372], [21.5962, -7.6097, -18.8473], [23.4129, -7.2964, -20.4547], [24.2662, -6.2111, -19.3344], [21.6829, -5.6257, -20.3809], [21.6243, -5.5089, -17.9339], [15.8749, -5.9813, -19.4145], [16.2194, -7.4736, -19.1661], [16.9959, -8.0476, -20.2013], [16.8414, -5.1391, -18.8367], [14.9172, -5.7784, -18.9312], [15.7160, -5.8465, -20.4875], [15.3361, -8.0981, -19.0035], [16.7899, -7.5132, -18.2269], [17.6099, -7.3889, -20.5763], [17.6680, -5.2272, -19.3436], [18.5319, -3.0436, -22.4799], [18.6664, -2.1784, -22.0790], [19.1247, -3.6413, -21.9849]],
  "forces_ev_per_angstrom": [[0.1, 0.0, 0.0], [-0.3, -1.9, -0.3], [0.1, 1.2, 0.1], [-0.4, 1.2, -0.1], [0.1, -1.0, -0.2], [0.7, -0.2, 0.2], [0.1, -0.1, 0.0], [-0.2, 0.3, 0.1], [-0.1, 0.6, 0.2], [0.0, 0.2, -0.3], [-0.2, -0.2, -0.2], [0.3, 0.0, 0.1], [-0.4, 0.0, 0.3], [0.1, 0.1, 0.0], [0.0, -0.3, 0.2], [0.1, 0.1, 0.0], [0.2, 0.1, 0.1], [-0.3, 0.0, 0.1], [0.2, 0.0, -0.2], [0.4, -0.9, -1.2], [-0.8, 0.3, 0.6], [0.1, 0.2, -0.1], [0.0, 0.0, 0.3], [0.1, 0.3, 0.4], [-0.2, 0.2, 0.0], [0.0, -0.2, 0.1], [0.0, 0.0, 0.0], [0.2, -0.1, -0.2], [0.2, 0.0, 0.0], [-0.3, -1.4, 0.4], [0.5, 0.6, 0.1], [-0.2, -0.2, -0.3], [0.2, 0.3, -0.3], [0.1, 0.2, 0.1], [0.3, 0.2, -0.1], [-0.1, 0.1, -0.4], [-0.1, 0.1, 0.0], [-0.1, -0.1, 0.3], [-0.2, 0.0, 0.0], [0.4, 0.1, 0.1], [0.0, -0.1, 0.0], [-0.4, 0.0, -0.1]]
}